No. 1
Below is 14 unconnected molecules or ions with the total composition C77H98Br4F18N13OP3, with properties calculated with ωB97M-V with the def2-TZVPD basis set.

Calculated values
Frontier orbital gap ... 5.70 eV

ORCA input file:
```
! wB97M-V def2-TZVPD RIJCOSX def2/J DEFGRID3
* xyz 6 1
C 12.50974 15.62217 24.70200
N 12.31607 16.86007 25.51091
C 11.18515 17.12318 26.15595
C 11.12517 18.35693 26.87523
C 12.21977 19.21850 26.91572
C 13.43169 18.79830 26.31658
C 13.37415 17.67732 25.54838
C 12.22696 20.55712 27.69621
C 13.32108 21.36559 27.61651
C 13.45189 22.51402 28.36725
N 12.48086 22.86278 29.20114
C 11.34158 22.09176 29.28491
C 11.18092 20.97163 28.54303
C 12.47086 24.12250 29.94771
H 13.48768 15.21535 25.08442
H 12.63459 15.92370 23.69978
H 11.71191 14.86976 24.86899
H 10.37341 16.45038 26.13475
H 10.18409 18.62731 27.37491
H 14.27461 19.45249 26.26128
H 14.19914 17.36017 24.89654
H 14.18833 21.17134 26.96629
H 14.32316 23.18126 28.39270
H 10.56028 22.43229 29.98299
H 10.35305 20.34133 28.58583
H 11.61368 24.09343 30.67494
H 12.47979 24.94389 29.28535
H 13.34857 24.09699 30.60741
C 4.16935 13.43710 23.16430
N 5.11267 12.90233 22.18573
C 5.75620 13.69295 21.29499
C 6.69814 13.09841 20.40251
C 6.89254 11.70041 20.37619
C 6.32076 11.03758 21.46916
C 5.40862 11.61535 22.29712
C 7.71791 10.90277 19.38725
C 7.36139 9.66315 18.93358
C 8.10113 9.11901 17.89546
N 9.08488 9.75569 17.28833
C 9.45675 10.99370 17.74060
C 8.74798 11.54231 18.76537
C 9.72671 9.22082 16.04618
H 3.30690 12.77826 23.21770
H 3.89065 14.43665 22.87896
H 4.76073 13.55058 24.10079
H 5.61631 14.77651 21.26070
H 7.13358 13.75867 19.68525
H 6.39103 9.96427 21.60183
H 4.84907 11.15110 23.09537
H 6.51802 9.13550 19.30848
H 7.80978 8.13809 17.42252
H 10.22747 11.51952 17.22140
H 9.10010 12.56050 19.08320
H 9.09841 9.62722 15.26071
H 9.97466 8.14477 15.97633
H 10.74609 9.71095 15.97394
C 2.45424 18.19565 30.84599
N 2.57701 18.56165 29.39872
C 1.51686 18.61806 28.58190
C 1.58905 19.05794 27.31556
C 2.84331 19.39654 26.81561
C 3.94459 19.28459 27.60563
C 3.77925 18.90573 28.92817
C 2.95180 19.79744 25.40152
C 1.89188 20.30891 24.61060
C 2.07137 20.50709 23.27654
N 3.32693 20.28631 22.71222
C 4.30231 19.73515 23.41405
C 4.14811 19.48436 24.79429
C 3.49026 20.47942 21.26326
H 2.86956 18.99827 31.38880
H 2.91450 17.22849 31.02263
H 1.42627 18.02032 31.10090
H 0.60096 18.37066 29.01726
H 0.68920 19.11833 26.72462
H 4.92619 19.64760 27.26651
H 4.64234 18.86076 29.61810
H 0.88170 20.46243 25.03445
H 1.30086 20.83484 22.58013
H 5.28728 19.47957 22.91854
H 4.99787 19.07970 25.27810
H 2.71729 21.16425 20.88856
H 3.35462 19.55181 20.70568
H 4.44455 20.93292 21.05099
C 17.02298 20.11694 10.82763
N 16.49740 19.60895 12.19564
C 17.34733 18.91323 12.99099
C 16.99685 18.54406 14.26794
C 15.81915 18.97128 14.81295
C 14.93962 19.62141 13.94660
C 15.28410 19.91027 12.62962
C 15.44923 18.60895 16.22230
C 14.15129 18.54649 16.60441
C 13.80605 18.30615 17.93885
N 14.74095 17.96468 18.86169
C 16.04049 17.99080 18.46754
C 16.37739 18.26124 17.17346
C 14.48313 17.52659 20.22170
H 16.23724 20.72475 10.34707
H 17.12346 19.25692 10.21920
H 17.88198 20.66427 11.12469
H 18.25028 18.59484 12.52495
H 17.63857 17.90124 14.81709
H 13.96662 19.96998 14.21479
H 14.66170 20.51250 11.96388
H 13.40022 18.70664 15.87687
H 12.80390 18.30727 18.26320
H 16.85718 17.69865 19.09008
H 17.41001 18.21177 16.86214
H 13.84016 18.28309 20.67838
H 15.44653 17.25753 20.59821
H 13.95867 16.56432 20.23013
C 8.21182 31.16222 30.63483
N 8.03773 30.36119 29.39661
C 8.30947 29.04141 29.41302
C 8.01483 28.18677 28.32560
C 7.39752 28.73717 27.20345
C 7.14259 30.12724 27.23586
C 7.44997 30.92857 28.31007
C 6.96193 28.00005 26.03941
C 7.52290 28.33430 24.78054
C 7.26885 27.52201 23.63049
N 6.33659 26.53594 23.71157
C 5.74384 26.21202 24.93879
C 6.08978 26.91454 26.05733
C 5.80894 25.79770 22.51097
H 9.01267 31.85349 30.56807
H 8.24832 30.44042 31.47236
H 7.28264 31.74163 30.73682
H 8.66375 28.68485 30.35244
H 8.08945 27.08359 28.37735
H 6.48714 30.57836 26.50054
H 7.11892 31.94975 28.34375
H 8.23796 29.13391 24.73631
H 7.68800 27.69717 22.66829
H 5.11348 25.31120 24.93728
H 5.52900 26.58808 26.95674
H 5.78903 24.79383 22.88184
H 6.53003 25.95747 21.67406
H 4.83551 26.25811 22.28558
C 7.36993 16.83252 21.85949
N 8.21723 18.05537 22.05075
C 9.23873 18.30257 21.22096
C 10.19262 19.23719 21.56413
C 9.99089 20.09322 22.65642
C 8.92942 19.81241 23.54712
C 8.05659 18.82254 23.16716
C 11.02288 21.11718 22.92304
C 12.32528 20.64754 23.07257
C 13.34229 21.49940 23.34434
N 13.07140 22.82154 23.48064
C 11.76321 23.32438 23.39544
C 10.74128 22.44399 23.16878
C 14.26489 23.70440 23.73609
H 6.77457 16.79446 22.80564
H 8.13134 16.07823 21.75979
H 6.72494 16.97927 21.01787
H 9.32710 17.56735 20.41864
H 11.10962 19.27588 20.90359
H 8.78440 20.39751 24.46131
H 7.20328 18.60483 23.74970
H 12.57332 19.59302 22.97641
H 14.39281 21.16954 23.37023
H 11.57590 24.36091 23.69103
H 9.70787 22.78000 23.20366
H 13.82436 24.56347 24.26132
H 14.71479 23.87137 22.76278
H 14.91207 23.12329 24.35658
C 18.47530 20.83293 19.91718
N 19.00771 21.88268 20.87015
C 19.31415 23.07882 20.03826
C 17.87440 22.15900 21.84859
C 20.16560 21.34749 21.63950
C 21.26905 20.84620 20.72611
O 20.92579 19.68621 19.96726
H 17.67312 21.22080 19.34746
H 18.09116 20.01973 20.57540
H 19.36040 20.50500 19.33117
H 19.33816 23.93729 20.76598
H 18.44301 23.33900 19.40485
H 20.25529 23.04601 19.49834
H 16.97427 22.55276 21.32659
H 18.31040 22.91220 22.50434
H 17.49045 21.22013 22.36586
H 19.85454 20.61218 22.39490
H 20.51714 22.16200 22.33149
H 22.14439 20.55358 21.33845
H 21.62307 21.63442 20.03017
H 21.60973 19.02915 20.06977
Br 11.96830 24.70111 26.54032
Br 15.59235 18.94095 23.20692
Br 7.43613 17.78116 26.32183
Br 4.26210 17.01938 22.39153
P 11.11446 15.15839 19.61298
F 11.82637 15.61909 21.00425
F 11.27048 13.62422 20.08255
F 9.68507 15.32011 20.30154
F 10.32393 14.55054 18.30030
F 11.07582 16.73387 19.12822
F 12.48283 15.12390 18.81805
P 6.50855 22.73324 25.70078
F 5.91752 21.79827 26.89957
F 6.22707 24.14741 26.54012
F 8.01147 22.78871 26.30047
F 6.96965 23.67346 24.49866
F 6.82535 21.44929 24.73079
F 5.04153 22.82201 25.05940
P 14.22530 22.01906 19.18464
F 13.12235 20.74619 19.27743
F 13.61090 22.47787 20.64504
F 15.26213 21.00821 20.00973
F 15.30469 23.12929 19.27693
F 14.85005 21.38074 17.80833
F 13.14700 22.91407 18.42180
*
```

Löwdin population analysis, charges in e, atoms 1 to 6: C 0.054; N -0.083; C 0.023; C 0.036; C -0.079; C 0.029

=====

No. 2
Below is a molecular structure, C11H13FIInN2O2PS, with properties calculated with ωB97M-V with the def2-TZVPD basis set.

Calculated values
Frontier orbital gap ... 3.49 eV

ORCA input file:
```
! wB97M-V def2-TZVPD RIJCOSX def2/J DEFGRID3
* xyz 3 1
C 0.76385 2.77158 -1.37198
C 0.50520 1.40192 -2.14377
F 1.32777 1.31447 -3.27409
C 0.95836 0.25216 -1.22546
C 0.06453 -0.77408 -0.57930
C -1.44149 -0.73872 -0.86355
C -2.29669 -0.08967 0.32254
C -1.96888 1.43511 0.52266
O -3.03668 2.01243 1.27916
C 0.63077 -1.78347 0.29725
P -0.27430 -3.12655 1.22931
O -1.88423 -3.16271 0.86201
I -0.17483 -2.46065 3.65859
C 2.13160 -1.80181 0.50519
C 3.05187 -0.87611 -0.10348
N 4.40538 -0.82640 0.01568
S 4.88494 0.43949 -0.93345
N 3.39612 0.96647 -1.47398
C 2.44690 0.17270 -0.97062
H -0.15893 2.96052 -0.77793
H 1.58642 2.66711 -0.62112
H 1.01624 3.59871 -2.07066
H -0.54308 1.33347 -2.49855
H -1.69559 -0.11911 -1.75942
H -1.87463 -1.74666 -1.09187
H -3.37900 -0.12509 0.03267
H -2.21766 -0.67460 1.27159
H -1.93730 1.99398 -0.44100
H -1.03478 1.56317 1.12896
H -2.96212 1.70725 2.19939
H -2.35965 -2.69654 1.58050
H 2.57216 -2.58551 1.17166
In -0.50228 -3.00288 6.12308
*
```

Löwdin population analysis, charges in e, atoms 1 to 6: C 0.041; C -0.259; F 0.034; C 0.161; C -0.076; C -0.118

=====

No. 3
Below is a molecular structure, C29H23FN2O5S2, with properties calculated with ωB97M-V with the def2-TZVPD basis set.

Calculated values
Frontier orbital gap ... 2.66 eV
ΔE to the lowest compared entry with this formula, charge and spin ... 310.43 kJ/mol

ORCA input file:
```
! wB97M-V def2-TZVPD RIJCOSX def2/J DEFGRID3
* xyz 0 1
C 4.86156 0.80258 2.70072
C 4.63067 2.17880 2.58094
C 3.36878 2.64476 2.19565
C 2.31649 1.75028 1.92204
C 0.91896 2.32401 1.75747
C -0.10795 1.50208 1.24966
N -1.39300 1.67706 1.61872
C -1.83396 2.95411 1.85686
C -3.10685 3.20743 2.33934
C -4.03306 2.18806 2.46430
C -3.60584 0.87799 2.19164
C -2.26089 0.59681 1.81951
C -1.81683 -0.70809 1.60423
C -2.73020 -1.77362 1.71617
C -4.09298 -1.51503 2.00443
C -4.51760 -0.20462 2.20584
O 0.76137 3.45620 2.28969
C 2.57333 0.36778 1.98170
C 3.83796 -0.10777 2.39817
H 5.82212 0.42952 3.07244
H 5.44991 2.87840 2.76411
H 3.19025 3.71718 2.16066
H 0.09780 0.71773 0.18286
H -1.08852 3.74700 1.77866
H -3.35565 4.23030 2.60114
H -5.07240 2.35827 2.75975
H -0.76558 -0.90135 1.34730
H -2.39579 -2.80737 1.54348
H -4.80591 -2.35949 2.04871
H -5.56694 0.00280 2.37028
H 1.75809 -0.32236 1.72523
H 4.01626 -1.19579 2.43522
C -4.68413 -1.62592 -1.30862
C -4.05902 -2.62932 -2.07153
C -2.94000 -2.32509 -2.86464
C -2.37456 -1.04368 -2.81584
S -0.96636 -0.61124 -3.86218
N 0.33689 -1.14371 -3.10402
F 0.22169 0.70943 -0.85949
S 1.76960 -0.71088 -3.70468
C 3.00787 -1.02794 -2.41321
C 3.61072 0.04712 -1.74720
C 4.66461 -0.16584 -0.84973
C 5.11769 -1.46866 -0.59088
C 4.54456 -2.55147 -1.28199
C 3.52479 -2.32180 -2.22703
O 2.13182 -1.70960 -4.68588
O 1.92972 0.70994 -3.92166
O -1.16082 -1.48537 -5.00088
O -1.09597 0.82821 -3.95213
C -3.00855 -0.04265 -2.06405
C -4.16079 -0.32281 -1.30886
H -5.56032 -1.86510 -0.69287
H -4.44726 -3.65537 -2.04467
H -2.48601 -3.07329 -3.50407
H 3.23869 1.04807 -1.93298
H 5.11867 0.67885 -0.33271
H 5.89891 -1.66056 0.14756
H 4.88883 -3.57861 -1.09414
H 3.11227 -3.13832 -2.81208
H -2.58606 0.95599 -2.06734
H -4.64112 0.46598 -0.71913
*
```

Löwdin population analysis, charges in e, atoms 1 to 6: C -0.072; C -0.062; C -0.012; C -0.136; C -0.253; C 0.083

=====

No. 4
Below is 9 unconnected molecules or ions with the total composition C30H83N5O14, with properties calculated with ωB97M-V with the def2-TZVPD basis set.

Calculated values
Frontier orbital gap ... 8.54 eV
Structure (SMILES) ... COC[C@H](C)N.COC[C@H](C)N.COC[C@H](C)N.COC[C@H](C)N.COCCNCCOC.OCCO.OCCO.OCCO.OCCO
ΔE to the lowest compared entry with this formula, charge and spin ... 535.38 kJ/mol

ORCA input file:
```
! wB97M-V def2-TZVPD RIJCOSX def2/J DEFGRID3
* xyz 0 1
C 2.63856 -3.98667 -3.61222
O 2.82982 -2.76783 -4.28925
C 1.59002 -2.25222 -4.64505
C 1.47633 -0.83935 -5.30622
C 2.03296 0.21891 -4.23660
N 0.04940 -0.62225 -5.63566
H 3.63485 -4.36153 -3.37773
H 2.05351 -4.67502 -4.22215
H 2.09292 -3.98785 -2.66862
H 1.13321 -2.96109 -5.33565
H 0.87207 -2.32605 -3.82823
H 1.98805 -0.79126 -6.26742
H 1.80999 1.23258 -4.56959
H 3.11094 0.21908 -4.07515
H 1.71536 0.18960 -3.19431
H -0.07704 0.33568 -5.92976
H -0.57121 -0.61534 -4.83884
C -2.68514 1.92869 -1.46131
O -3.76451 2.46971 -2.21366
C -5.06642 2.08852 -1.75013
C -5.96522 2.13932 -3.01421
C -6.21778 3.55868 -3.59949
N -7.27867 1.62348 -2.74546
H -2.71118 2.10318 -0.38568
H -1.89446 2.61725 -1.75936
H -2.43240 0.90472 -1.73642
H -4.99025 1.13006 -1.23667
H -5.41441 2.69099 -0.91107
H -5.51545 1.52098 -3.79104
H -6.89765 4.27848 -3.14367
H -6.44907 3.45627 -4.65972
H -5.21709 3.99042 -3.61756
H -7.74564 2.35376 -2.22707
H -7.79448 1.60587 -3.61364
C 2.25748 1.88495 -0.09038
O 1.06072 1.23327 0.30333
C 1.26831 -0.18055 0.55915
C -0.17331 -0.80801 0.55006
C -0.14431 -2.29579 1.03404
N -0.72021 -0.87257 -0.78507
H 1.95940 2.85959 -0.47682
H 3.03093 1.40628 -0.69099
H 2.71793 1.99082 0.89191
H 1.81646 -0.75833 -0.18502
H 1.92231 -0.42202 1.39706
H -0.81841 -0.22476 1.20715
H 0.02015 -2.20963 2.10812
H 0.46032 -2.99598 0.45764
H -1.15125 -2.70876 1.09431
H -0.11112 -1.16464 -1.53594
H -1.55106 -1.37569 -1.06195
C -0.37236 -6.00088 0.70314
O 0.78188 -5.97092 -0.14888
C 1.82163 -6.74481 0.40316
C 2.86510 -6.57606 -0.68015
C 2.51761 -7.23906 -1.97856
N 4.14053 -7.10979 -0.25559
H -0.23018 -5.34888 1.56498
H -0.59663 -6.97942 1.12773
H -1.27398 -5.62689 0.21807
H 2.25600 -6.41193 1.34582
H 1.63888 -7.79800 0.61650
H 3.00210 -5.50690 -0.84208
H 1.72700 -6.73170 -2.53138
H 2.06230 -8.19685 -1.72669
H 3.42365 -7.41366 -2.55881
H 4.04400 -7.98965 -0.74204
H 3.91335 -7.39778 0.68545
C -2.18037 4.62900 0.82645
O -1.12413 3.96920 1.51392
C -1.44400 3.05525 2.57328
C -0.18994 2.45173 3.19537
N 0.31957 3.10916 4.37840
C 1.12567 2.20122 5.19578
C 2.00670 3.00758 6.17074
O 2.78247 3.99675 5.39297
C 3.82285 3.39084 4.64623
H -2.89744 4.00245 0.29602
H -1.82299 5.35052 0.09174
H -2.75749 5.17140 1.57534
H -2.13876 2.33169 2.14683
H -1.94534 3.58514 3.38320
H 0.58644 2.45077 2.43032
H -0.32741 1.39482 3.42375
H 0.97248 3.84062 4.13593
H 1.79224 1.64923 4.53315
H 0.39543 1.65062 5.78881
H 2.69110 2.36663 6.72652
H 1.33441 3.63103 6.76017
H 3.49077 2.84563 3.76275
H 4.65392 2.91442 5.16630
H 4.35256 4.19466 4.13497
O -4.76398 -3.35581 -0.39640
C -5.52266 -2.59037 -1.36427
C -4.68941 -1.75024 -2.33661
O -4.13819 -2.49859 -3.35977
H -5.21956 -3.50328 0.43565
H -6.26427 -3.22285 -1.85219
H -6.15464 -1.96760 -0.73114
H -3.80750 -1.26563 -1.91768
H -5.10178 -0.81987 -2.72706
H -3.88717 -3.39416 -3.12196
O -3.50367 0.72565 4.11787
C -2.97107 -0.53379 4.48348
C -2.65810 -0.59480 5.96805
O -1.69647 0.43151 6.19290
H -4.42402 0.57331 3.89127
H -3.69052 -1.31088 4.22535
H -2.09816 -0.68574 3.84862
H -2.26488 -1.49088 6.44816
H -3.47946 -0.19999 6.56604
H -2.00093 1.22653 5.74922
O 2.99601 7.29156 2.83209
C 2.93578 6.49861 1.59014
C 1.50212 5.82213 1.35754
O 1.02481 5.33887 2.62593
H 2.21218 7.00275 3.30516
H 3.10449 7.23998 0.80911
H 3.73510 5.75765 1.57840
H 1.38952 5.14738 0.50893
H 0.70069 6.52525 1.13077
H 0.25227 4.82416 2.38123
O 7.00151 -1.72696 -1.30692
C 6.30795 -1.17060 -2.44895
C 5.60986 0.15119 -2.09080
O 5.36916 0.89048 -3.33817
H 7.63879 -1.10162 -0.95417
H 7.06939 -0.83413 -3.15259
H 5.71259 -1.96639 -2.89656
H 6.26621 0.74244 -1.45227
H 4.64683 -0.02652 -1.61217
H 5.45727 1.84612 -3.31384
*
```

Löwdin population analysis, charges in e, atoms 1 to 6: C -0.126; O -0.158; C -0.250; C -0.341; C -0.047; N 0.021

=====

Number 1: lowest unoccupied orbital energy -10.5 eV, HOMO energy -16.16 eV, electronic energy -16896.34831 a.u.. Number 2: lowest unoccupied orbital energy -14.9 eV, HOMO energy -18.36 eV, electronic energy -2012.89786 a.u.. Number 3: lowest unoccupied orbital energy -4.6 eV, HOMO energy -7.28 eV, electronic energy -2500.55358 a.u.. Number 4: lowest unoccupied orbital energy 0.0 eV, HOMO energy -8.53 eV, electronic energy -2519.55985 a.u..